A structure of composition C27H38F3HgN4O7SSi4Te, computed with the ωB97M-V functional and the def2-TZVPD basis.

Positions of all 86 atoms, in Å:
Hg -0.311873 -1.320947 -1.557614
O 0.441327 -3.351047 2.004686
C -0.391773 -2.988147 1.180686
O -0.507673 -1.805647 0.724686
C -1.420773 -4.020247 0.723686
C -2.022373 -4.751347 1.703786
C -2.969873 -5.753947 1.409886
C -3.253173 -6.037647 0.080486
C -2.628673 -5.336347 -0.940614
C -1.722873 -4.229147 -0.679314
O -1.279773 -3.512747 -1.601514
N -2.942073 -5.725847 -2.261914
O -3.918773 -6.464147 -2.427214
O -2.249373 -5.359847 -3.198014
N -3.602573 -6.473147 2.430086
O -4.424573 -7.344347 2.117686
O -3.328373 -6.222747 3.608886
H -1.777673 -4.547347 2.736286
H -3.963173 -6.815447 -0.167614
F 7.050827 -1.189647 -3.086014
C 6.565827 -1.806147 -1.970614
F 7.068027 -3.066747 -2.051614
F 7.221327 -1.229147 -0.946714
C 5.090027 -1.758047 -1.863014
C 4.289227 -2.321447 -2.876414
C 2.923227 -2.239347 -2.773814
N 2.298627 -1.636847 -1.748214
C 3.064327 -1.134147 -0.765714
C 4.436627 -1.164947 -0.770314
H 4.750227 -2.805947 -3.721814
H 2.281527 -2.646647 -3.545514
H 2.521327 -0.696447 0.059486
H 5.003427 -0.743247 0.042886
S 0.215127 -1.303347 -4.627714
C 0.697227 0.304353 -4.502514
N -0.293173 1.260453 -4.605414
C -0.043873 2.599153 -4.480414
C 1.231127 3.040253 -4.292814
C 2.282027 2.106353 -4.210814
C 2.006127 0.753553 -4.322014
H -1.239273 0.913453 -4.699914
H -0.900973 3.253153 -4.520014
H 1.432727 4.097053 -4.202714
H 3.293227 2.438353 -4.034614
H 2.792727 0.019853 -4.253914
C -0.022473 1.503653 4.171486
Si -0.279073 0.254153 2.714886
C -1.728673 -0.850547 3.259286
C 1.474927 -0.480247 2.677986
Si -0.919873 1.737853 0.991586
Te -1.588573 0.924153 -1.361914
Si 0.764027 3.402653 0.682386
C 0.985827 4.641753 2.144286
C 0.445427 4.549853 -0.823414
C 2.503627 2.634753 0.411986
Si -2.963673 2.860153 1.489586
C -3.145073 3.492753 3.293586
C -4.474373 1.724053 1.183286
C -3.282273 4.449953 0.448386
H -0.075173 0.997353 5.131186
H -0.749873 2.307053 4.182186
H 0.964327 1.952853 4.098386
H -1.376173 -1.675747 3.869386
H -2.213973 -1.287747 2.395586
H -2.475873 -0.303247 3.828986
H 1.802427 -0.728047 3.684886
H 2.181527 0.243653 2.274486
H 1.513727 -1.386947 2.091986
H 0.387527 5.535353 1.997786
H 2.020727 4.956653 2.250686
H 0.683927 4.200053 3.087086
H -0.475373 5.105553 -0.682314
H 0.332127 3.966653 -1.730914
H 1.247927 5.266053 -0.974614
H 2.408527 1.619153 0.044486
H 3.073227 2.596853 1.336486
H 3.095627 3.182653 -0.315414
H -3.135573 2.668753 3.998686
H -4.073173 4.040853 3.437086
H -2.327373 4.160653 3.547186
H -4.324673 0.766253 1.670686
H -4.583073 1.531853 0.120386
H -5.410773 2.139253 1.547186
H -2.510573 5.190453 0.636986
H -4.241773 4.905953 0.683486
H -3.271473 4.219053 -0.612214

Force components x, y, z for each atom (eV/Å):
Hg -0.43 -1.80 0.52
O 0.54 0.15 0.40
C -0.77 -1.71 -0.12
O 0.34 1.43 -0.64
C 0.34 0.43 -0.29
C -0.29 -0.35 0.15
C -0.09 -0.05 0.19
C -0.54 -0.59 0.31
C 0.89 0.99 0.10
C -1.23 -1.45 1.33
O 1.58 2.11 -1.82
N -0.22 0.10 0.55
O -0.48 -0.40 -0.24
O 0.63 0.32 -0.93
N 0.96 1.18 -1.76
O -1.46 -1.58 -0.62
O 0.63 0.58 2.62
H 0.03 -0.13 0.05
H 0.18 0.13 0.12
F -0.61 0.02 0.10
C 1.94 -0.24 -0.35
F -0.59 0.12 0.09
F -0.49 0.07 0.17
C -1.70 0.03 0.08
C 1.23 0.37 0.64
C -0.76 0.12 0.36
N 0.66 -0.10 0.11
C -1.19 -0.19 -0.35
C 1.22 -0.40 -0.80
H 0.00 -0.08 -0.13
H 0.00 0.02 0.06
H -0.03 0.02 0.13
H 0.00 0.07 0.11
S 0.01 -0.06 0.02
C -1.58 -0.65 -0.49
N 1.14 0.86 0.19
C 0.00 -0.74 -0.02
C -0.05 0.26 -0.09
C -0.55 -1.10 -0.03
C 0.93 1.45 0.26
H 0.07 -0.03 0.08
H -0.03 -0.01 0.00
H -0.11 0.02 0.05
H 0.12 0.05 -0.03
H 0.00 -0.06 0.00
C -0.15 -0.05 -0.57
Si 0.09 -0.37 1.00
C 0.37 0.30 -0.39
C -0.38 0.12 -0.44
Si -0.08 0.22 -0.55
Te -0.08 1.11 0.40
Si 0.57 0.73 -0.11
C -0.26 -0.51 -0.28
C -0.15 -0.59 0.36
C -0.56 -0.06 0.06
Si -1.14 0.47 0.34
C 0.35 -0.30 -0.50
C 0.72 0.20 -0.02
C 0.43 -0.62 0.15
H -0.04 -0.24 0.14
H -0.22 0.22 0.07
H 0.23 0.12 -0.03
H 0.18 -0.16 0.13
H -0.08 -0.10 -0.19
H -0.02 0.25 0.13
H -0.10 0.04 0.25
H 0.10 0.29 -0.02
H -0.08 -0.26 -0.08
H -0.21 0.16 -0.08
H 0.22 -0.01 -0.11
H -0.05 -0.12 0.26
H -0.25 0.13 0.05
H -0.02 -0.17 -0.20
H 0.27 0.10 0.12
H 0.00 -0.27 -0.12
H 0.01 -0.03 0.22
H 0.01 0.25 -0.15
H 0.04 -0.19 0.18
H -0.20 0.05 -0.17
H 0.21 0.14 0.11
H 0.03 -0.25 0.08
H 0.00 -0.10 -0.19
H -0.04 0.27 0.14
H 0.18 0.18 0.03
H -0.17 -0.10 0.16
H 0.03 -0.03 -0.26

Orbital gap (alpha / beta) ... 1.26 / 4.53 eV
Total charge ... -2
<S²> ... 0.788
2S+1 ... 2


A structure of composition C27H38F6IrN6O6S2, computed with the ωB97M-V functional and the def2-TZVPD basis.

Positions of all 86 atoms, in Å:
Ir -1.000918 -0.909014 0.107938
O -2.769596 -0.728440 1.601630
C -4.135789 -0.631844 1.147531
C -4.438653 0.858855 1.086702
C -3.249776 1.603239 0.461463
C -2.961797 1.123476 -0.929270
C -3.753471 1.592322 -1.968264
C -3.502105 1.240653 -3.277582
C -2.411790 0.428089 -3.537331
C -1.669834 -0.045332 -2.481667
N -1.952843 0.257433 -1.189179
H -2.675736 -1.478768 2.218179
H -4.792435 -1.158662 1.838115
H -4.212076 -1.114981 0.173698
H -4.595080 1.253928 2.090727
H -5.359025 1.018145 0.520993
H -2.378180 1.456355 1.095653
H -3.436324 2.677051 0.418888
H -4.562233 2.266389 -1.719667
H -4.124232 1.614427 -4.079479
H -2.126962 0.148882 -4.540965
H -0.806708 -0.670254 -2.640832
F -2.156387 -5.849540 1.596205
C -1.027088 -5.255659 1.914825
F -0.022631 -5.722551 1.204008
F -0.776273 -5.405637 3.203715
S -1.262226 -3.412687 1.617247
O -0.000934 -2.744619 1.194406
O -1.875047 -2.945436 2.828456
N -2.311050 -3.263931 0.423011
S -1.814668 -3.735794 -1.035668
O -0.952612 -2.671338 -1.562149
O -1.417662 -5.100430 -1.090946
C -3.397477 -3.593660 -1.985617
F -4.060889 -2.487506 -1.658806
F -3.062253 -3.537180 -3.268185
F -4.146439 -4.651279 -1.755578
C 3.068800 2.806468 3.109093
C 3.284373 1.667358 4.094003
C 2.626258 1.957768 5.438237
C 2.874790 0.316341 3.507505
N 1.544527 0.285413 2.870299
C 1.234061 0.092493 1.601882
N -0.095539 0.102754 1.529342
N -0.566171 0.299417 2.784507
N 0.412056 0.421976 3.583042
H 3.540513 3.718599 3.472826
H 2.005820 3.022385 2.992932
H 3.487420 2.591433 2.122102
H 4.360583 1.556642 4.258574
H 1.542765 2.045440 5.347476
H 3.001866 2.897775 5.841854
H 2.838948 1.173591 6.166042
H 2.860610 -0.465894 4.265358
H 3.560211 0.013678 2.715917
H 1.918469 -0.050137 0.785008
C 2.174565 -1.876778 -4.107845
C 2.533237 -1.614793 -2.644598
C 3.920010 -2.167246 -2.315788
C 2.420764 -0.134295 -2.322738
C 3.320023 0.745594 -2.904572
C 3.265437 2.110687 -2.658751
C 2.282671 2.597840 -1.823746
C 1.334560 1.766496 -1.214328
C 0.299478 2.462288 -0.345297
C -0.584156 3.379363 -1.193616
C 0.929410 3.249781 0.800079
C 1.419474 0.393539 -1.474840
O 0.641837 -0.617636 -0.958816
H 2.189568 -2.945056 -4.328108
H 2.882754 -1.386630 -4.779810
H 1.179209 -1.498411 -4.350368
H 1.811124 -2.145194 -2.027521
H 4.691389 -1.725343 -2.949466
H 3.949695 -3.246516 -2.470348
H 4.196083 -1.969340 -1.277535
H 4.081914 0.350250 -3.565260
H 3.980564 2.780699 -3.116353
H 2.235127 3.661656 -1.626148
H -0.327163 1.705454 0.106751
H 0.016214 4.165009 -1.653063
H -1.350178 3.871217 -0.588332
H -1.073108 2.837314 -2.004798
H 1.463625 4.129211 0.436003
H 1.646672 2.644262 1.349215
H 0.168007 3.598363 1.501771

Force components x, y, z for each atom (eV/Å):
Ir 1.44 0.25 -0.43
O 0.27 -0.79 -0.46
C 0.09 0.31 -0.07
C 0.02 -0.08 -0.01
C 0.07 -0.15 0.04
C 0.08 0.03 -0.06
C -0.03 0.10 0.02
C 0.00 0.02 0.00
C 0.04 -0.03 0.02
C 0.13 0.14 0.02
N -0.65 0.64 -0.37
H -0.04 0.08 0.14
H 0.04 0.02 0.05
H -0.06 0.06 0.00
H -0.02 -0.05 0.02
H 0.03 0.05 -0.03
H 0.01 0.07 0.00
H -0.12 -0.05 -0.03
H 0.00 0.00 -0.01
H 0.00 0.00 0.00
H 0.00 0.00 -0.01
H -0.03 -0.07 0.02
F 0.02 -0.05 0.06
C 0.50 0.22 0.09
F 0.00 -0.03 0.02
F 0.00 -0.07 -0.01
S -0.57 0.17 -0.91
O -0.68 0.07 0.31
O 0.09 0.06 0.08
N 0.03 -1.08 0.15
S -0.41 0.31 0.99
O -0.57 0.09 0.19
O 0.32 0.16 -0.54
C 0.21 -0.19 -0.02
F 0.01 0.10 -0.03
F -0.10 -0.01 -0.03
F -0.09 0.06 0.00
C 0.11 0.08 0.22
C 0.06 -0.02 0.04
C -0.06 -0.01 0.05
C -0.05 -0.14 -0.16
N 0.07 0.24 0.13
C -0.17 0.05 0.17
N 0.44 -0.03 0.95
N -0.12 0.11 -0.15
N 0.04 0.02 0.03
H 0.05 -0.02 0.05
H 0.21 0.00 0.29
H 0.04 -0.02 0.07
H 0.00 -0.01 0.04
H 0.01 0.00 -0.03
H 0.02 0.00 -0.01
H 0.00 -0.01 -0.01
H 0.04 0.02 0.04
H 0.04 0.02 0.02
H 0.03 -0.06 0.02
C 0.01 0.03 -0.08
C -0.17 -0.05 0.14
C 0.09 0.04 0.02
C 0.32 0.34 -0.24
C -0.04 -0.03 0.05
C -0.05 0.00 0.03
C 0.06 -0.07 -0.02
C 0.21 0.26 -0.05
C -0.21 -0.03 -0.22
C -0.03 0.05 -0.05
C 0.01 -0.10 -0.18
C -0.48 -0.59 0.17
O 0.08 -0.61 0.13
H 0.02 -0.01 0.03
H 0.00 0.00 0.00
H -0.02 0.01 0.03
H -0.01 0.00 0.01
H 0.00 0.00 -0.01
H -0.03 0.00 -0.02
H -0.04 0.00 -0.01
H 0.02 0.02 0.00
H -0.01 0.01 0.00
H 0.01 0.02 -0.03
H -0.17 0.12 -0.16
H 0.00 0.02 -0.01
H 0.01 -0.04 0.03
H 0.00 -0.02 -0.02
H 0.03 -0.01 0.00
H -0.32 0.08 -0.47
H -0.06 0.01 -0.01

Orbital gap ... 7.01 eV
Total charge ... +1


The molecule C27H38N6O3, computed with the ωB97M-V functional and the def2-TZVPD basis.

Positions of all 74 atoms, in Å:
C -2.396215 -2.900891 1.971487
N -1.669992 -1.724042 2.371278
C -0.221279 -1.784286 2.457794
C 0.442664 -1.929828 1.078442
C 1.974903 -1.890846 1.175993
C 2.583943 -2.277194 -0.146008
C 2.726640 -1.348864 -1.168586
C 3.230214 -1.727539 -2.399804
C 3.602469 -3.041429 -2.623383
C 3.467945 -3.974059 -1.609271
C 2.957048 -3.594226 -0.381243
N -0.081329 -0.949386 0.135860
C 0.091724 0.464665 0.405813
C -0.354322 1.371343 -0.752336
C -1.748433 1.968450 -0.540135
C -2.881137 0.938944 -0.630042
C -4.145040 1.480362 0.040665
C -5.262646 0.443442 -0.008135
C -5.563566 0.043132 -1.448633
C -4.304153 -0.484550 -2.127837
C -3.188660 0.554527 -2.076329
N 0.631055 2.433633 -0.939696
C 0.769391 3.476079 0.057965
C 2.235257 3.888871 0.246168
C 3.072490 2.725207 0.700194
C 3.918357 2.069697 -0.185289
C 4.667575 0.981699 0.230532
C 4.579458 0.536248 1.538200
C 3.735800 1.181786 2.428464
C 2.985889 2.267274 2.010634
N 1.404612 2.522263 -1.979308
O 1.321647 1.651724 -2.843386
N -0.796198 -1.292412 -0.890729
O -1.041690 -2.488688 -1.053975
N -2.372225 -0.662462 2.606690
O -1.769938 0.375776 2.897879
H -2.173331 -3.158717 0.932942
H -3.458451 -2.686751 2.064067
H -2.132687 -3.743708 2.611626
H 0.058279 -2.638824 3.079752
H 0.102932 -0.860110 2.947478
H 0.154376 -2.897604 0.642189
H 2.278374 -2.605157 1.943915
H 2.314682 -0.900772 1.483986
H 2.449528 -0.318292 -1.013565
H 3.318929 -0.990439 -3.183064
H 3.993633 -3.339167 -3.584729
H 3.755437 -5.001914 -1.775696
H 2.847067 -4.328989 0.404619
H -0.478617 0.723963 1.307235
H 1.150917 0.644747 0.617300
H -0.325014 0.797994 -1.687261
H -1.787226 2.440536 0.444768
H -1.915954 2.744693 -1.290733
H -2.583992 0.035284 -0.091641
H -3.928449 1.732271 1.080960
H -4.466513 2.391347 -0.469923
H -6.161143 0.845841 0.464578
H -4.953674 -0.438609 0.557443
H -6.346483 -0.718096 -1.468177
H -5.931408 0.914497 -1.995881
H -4.520774 -0.741149 -3.166519
H -3.967232 -1.393086 -1.624732
H -3.495050 1.446269 -2.628895
H -2.297486 0.146127 -2.552269
H 0.368890 3.096663 0.999194
H 0.181971 4.351124 -0.242106
H 2.266073 4.684614 0.992764
H 2.618473 4.274878 -0.697296
H 3.985141 2.411609 -1.207129
H 5.317542 0.477531 -0.468450
H 5.163754 -0.312148 1.862053
H 3.663337 0.839956 3.451135
H 2.331909 2.769192 2.710161

Force components x, y, z for each atom (eV/Å):
C -0.33 -0.35 -0.25
N 0.74 -0.35 0.03
C 0.18 0.52 -0.03
C -0.19 -0.57 0.07
C -0.25 0.04 -0.26
C 0.07 0.00 0.15
C -0.03 -0.03 0.02
C -0.02 0.04 -0.08
C 0.05 -0.03 -0.07
C 0.01 -0.11 -0.03
C 0.01 0.03 0.02
N 0.44 -0.41 0.60
C 0.00 0.55 0.03
C -0.03 -0.27 -0.57
C 0.02 -0.28 -0.01
C -0.02 0.51 -0.06
C 0.10 -0.37 0.17
C -0.14 0.29 -0.17
C 0.08 -0.27 0.16
C -0.12 0.26 -0.18
C 0.10 -0.37 0.19
N -0.48 -0.47 0.28
C 0.33 0.61 -0.06
C -0.16 -0.09 0.04
C 0.04 0.09 -0.03
C 0.02 0.03 0.05
C 0.08 -0.03 0.04
C 0.07 -0.03 0.00
C -0.01 -0.02 0.09
C 0.02 -0.01 -0.04
N 0.48 -0.07 -0.95
O -0.18 0.26 0.63
N -0.64 -0.76 -0.89
O 0.31 0.65 0.25
N -0.44 1.26 0.28
O -0.22 -0.85 -0.06
H 0.01 0.02 0.08
H 0.02 -0.01 0.03
H 0.00 0.01 0.05
H -0.03 0.05 -0.04
H -0.02 -0.19 -0.02
H 0.10 0.28 0.16
H 0.01 0.04 0.05
H 0.01 -0.04 0.06
H -0.06 0.16 0.04
H 0.01 0.08 -0.10
H 0.04 -0.02 -0.08
H 0.03 -0.08 -0.02
H -0.01 -0.07 0.09
H 0.21 -0.09 -0.13
H -0.08 -0.04 -0.04
H -0.02 0.23 0.27
H 0.01 0.09 0.05
H -0.01 0.07 -0.02
H -0.06 -0.02 0.07
H 0.04 0.10 0.02
H -0.01 0.13 -0.03
H -0.01 -0.06 0.08
H -0.01 -0.06 0.09
H -0.07 0.04 -0.05
H -0.07 0.04 -0.05
H 0.03 -0.10 -0.01
H 0.03 -0.12 0.00
H 0.02 0.11 -0.04
H 0.07 0.07 -0.09
H -0.03 -0.01 -0.05
H -0.05 -0.08 0.15
H -0.01 0.05 -0.04
H 0.00 0.09 0.11
H 0.00 0.05 -0.11
H 0.05 -0.05 -0.07
H 0.05 -0.08 0.03
H 0.00 -0.02 0.09
H -0.08 0.07 0.09

Orbital gap ... 9.48 eV
SMILES ... CN(C[C@H](Cc1ccccc1)N(C[C@@H](CC1CCCCC1)N(CCc1ccccc1)N=O)N=O)N=O


| no. | strongest force on any atom (eV/A) |
| --- | --- |
| 1 | 3.206 |
| 2 | 1.521 |
| 3 | 1.364 |